11
Properties=species:S:1:pos:R:3:forces:R:3:mulliken_charge:R:1 method="wB97M-V/def2-TZVPD" lumo_energy_ev=1.0 e_homo_ev=-8.801 gap_ev=9.80 max_force_ha_per_bohr=0.0197 relative_energy_kj_mol=597.1 spin_multiplicity=1
N 1.2922 0.6698 0.4792 0.62 -0.02 -0.34 -0.0926
C 1.9731 0.2622 -0.4458 0.14 0.61 0.45 -0.1094
O -0.4938 -0.5763 -1.0599 -0.14 0.35 -0.01 -0.4230
C -1.0202 -1.0413 0.1792 -0.31 -0.18 0.35 -0.4091
C -1.0784 0.3809 -0.1331 -0.03 -0.09 -0.25 0.1758
O -0.2961 1.2766 0.5249 0.79 -0.02 -0.64 -0.4889
H 1.5505 0.8747 1.4308 -0.28 -0.17 0.12 0.2262
H 1.8063 0.2355 -1.5132 -0.51 -0.08 0.24 0.2801
H -0.2494 -1.3534 0.8903 -0.26 0.04 -0.07 0.2191
H -1.8999 -1.6753 0.1416 0.04 -0.07 -0.17 0.2581
H -1.9454 0.8857 -0.5703 -0.04 -0.39 0.31 0.3637